HN2O4 as an isolated structure in a non-equilibrium geometry, computed with ωB97M-V/def2-TZVPD.

## Properties
ΔE to the lowest compared entry with this formula, charge and spin ... 55.0 kcal/mol
Molecular weight ... 93.02 g mol⁻¹
Orbital gap (alpha / beta) ... 8.5 / 8.5 eV
Total charge ... +1

Geometry (Å):
1 N -0.989 0.314 -0.399
2 N -2.070 0.360 -0.086
3 O -3.157 0.495 0.157
4 O 2.021 0.215 0.384
5 O 0.105 -0.858 0.270
6 O 1.235 -0.773 -0.198
7 H 2.853 0.248 -0.129